1.
Formula: H3OP
Source: the OMol25 dataset
Level of theory: ωB97M-V/def2-TZVPD

relative energy (zero: lowest compared OMol25 entry of this formula, charge and spin) = 56.9 kcal per mole
LUMO level (alpha / beta) = -1.3 / -1.2 eV
HOMO level (alpha / beta) = -8.655 / -8.640 eV
Kohn-Sham gap (alpha / beta) = 7.40 / 7.41 eV

Last column: Mulliken charge in e.
Geometry (Å):
O1 0.057929 1.424182 -0.725254  -0.66
P1 -0.482271 -1.387511 1.430558  -0.01
H1 -0.672496 1.401901 -1.368319  0.32
H2 0.228391 -2.523608 1.826154  0.02
H3 0.868447 1.085036 -1.163139  0.33

Forces on the atoms, in the same order (eV/Å):
0.35 -0.20 -0.45
-0.27 0.43 -0.15
0.69 -0.10 0.23
0.27 -0.44 0.16
-1.03 0.32 0.21


2.
Formula: C31H77BN3O21
Source: the OMol25 dataset
Level of theory: ωB97M-V/def2-TZVPD

total charge = -2
expectation value of S² = 0.75
LUMO level (alpha / beta) = 3.6 / 3.6 eV
HOMO level (alpha / beta) = 0.494 / -3.529 eV
Kohn-Sham gap (alpha / beta) = 3.11 / 7.14 eV
spin multiplicity = 2

Last column: Löwdin spin population.
Geometry (Å):
O1 3.209006 1.162258 -1.034878  0.18
C1 2.839616 -0.030242 -0.890558  0.22
O2 3.195126 -0.778312 0.123692  0.07
B1 2.242336 -1.889502 0.202142  0.01
O3 1.579796 -1.949892 -1.150528  0.07
C2 1.978956 -0.847832 -1.855018  0.23
O4 1.696746 -0.529472 -2.986868  0.20
O5 1.289226 -1.622672 1.313592  0.00
C3 1.347366 -2.731452 2.128232  0.00
O6 1.027276 -2.789632 3.293602  0.00
C4 2.434936 -3.671742 1.562412  0.00
O7 3.001706 -3.123612 0.588452  0.00
O8 2.805266 -4.666362 2.164492  0.00
C5 -0.280834 2.924868 7.419562  0.00
C6 -0.929394 2.139408 6.311222  0.00
C7 -2.114444 3.115088 5.925362  0.00
C8 -2.659744 2.850828 4.526722  0.00
C9 -1.576004 2.691988 3.519032  0.00
C10 -0.445344 1.691768 3.774532  0.00
N1 0.046756 2.071458 5.165502  0.00
O9 1.168876 1.433378 5.613892  0.00
C11 -0.915194 0.249598 3.617782  0.00
C12 0.663286 2.006668 2.759132  0.00
C13 -1.527364 0.815288 6.734052  0.00
H1 -0.996174 3.226788 8.184552  0.00
H2 0.291126 3.802258 7.117662  0.00
H3 0.383056 2.310348 8.027602  0.00
H4 -2.969204 3.041968 6.597772  0.00
H5 -1.930174 4.186038 6.010262  0.00
H6 -3.212004 3.771608 4.338902  0.00
H7 -3.384764 2.039498 4.591422  0.00
H8 -1.067454 3.653918 3.454372  0.00
H9 -2.084164 2.544348 2.566102  0.00
H10 -1.997514 0.190488 3.502942  0.00
H11 -0.524634 -0.200332 2.705032  0.00
H12 -0.727104 -0.261252 4.562112  0.00
H13 1.446216 1.250148 2.706282  0.00
H14 0.110296 1.979278 1.820222  0.00
H15 1.134186 2.970368 2.953172  0.00
H16 -0.779374 0.216118 7.253292  0.00
H17 -1.952734 0.246598 5.907162  0.00
H18 -2.343044 1.048888 7.418302  0.00
H19 1.800646 2.142908 5.751902  0.00
C14 -2.182924 -4.575682 -3.048228  0.00
C15 -2.884294 -3.381932 -2.366108  0.00
C16 -4.447374 -3.615762 -2.294208  0.00
C17 -4.938684 -4.373582 -1.067908  0.00
C18 -4.324214 -3.801712 0.192372  0.00
C19 -2.750484 -3.829682 0.139302  0.00
N2 -2.325594 -3.091652 -1.068138  0.00
O10 -0.923334 -3.054932 -1.117168  0.00
C20 -2.306914 -3.192812 1.484992  0.00
C21 -2.197834 -5.344812 0.242442  0.00
C22 -2.633184 -2.104372 -3.275738  0.00
H20 -2.721664 -4.979382 -3.905478  0.00
H21 -1.903704 -5.409612 -2.404258  0.00
H22 -1.193784 -4.233472 -3.352538  0.00
H23 -4.980534 -2.673852 -2.423208  0.00
H24 -4.667934 -4.221492 -3.173158  0.00
H25 -4.599074 -5.408082 -1.118568  0.00
H26 -6.008754 -4.268582 -0.888958  0.00
H27 -4.790664 -4.488072 0.899072  0.00
H28 -4.682094 -2.805592 0.452682  0.00
H29 -2.875374 -2.361792 1.902552  0.00
H30 -2.178444 -3.855882 2.340522  0.00
H31 -1.318964 -2.794862 1.253272  0.00
H32 -2.506414 -5.961922 -0.601388  0.00
H33 -1.111394 -5.301982 0.165642  0.00
H34 -2.446414 -5.834942 1.183762  0.00
H35 -1.576864 -1.878132 -3.420968  0.00
H36 -2.968954 -1.203402 -2.762308  0.00
H37 -3.149354 -2.264322 -4.222358  0.00
H38 -0.719834 -2.204812 -0.720338  0.00
C23 -1.995264 4.422338 -5.827348  0.00
C24 -0.629474 4.563158 -5.183588  0.00
C25 -0.502974 6.022318 -4.775328  0.00
C26 0.635546 6.153778 -3.736868  0.00
C27 -0.026564 5.463228 -2.503398  0.00
C28 -0.232024 3.947268 -2.665298  0.00
N3 -0.502504 3.569958 -4.078798  0.00
O11 -0.513184 2.163938 -4.375398  0.00
C29 1.046896 3.216948 -2.150298  0.00
C30 -1.405434 3.491228 -1.780748  0.00
C31 0.431316 4.371708 -6.255218  0.00
H39 -2.869224 4.941738 -5.434238  0.00
H40 -2.186044 3.351148 -5.892578  0.00
H41 -1.911354 4.816128 -6.840258  0.00
H42 -0.255534 6.724468 -5.571488  0.00
H43 -1.458874 6.291668 -4.326108  0.00
H44 0.944326 7.176828 -3.522068  0.00
H45 1.535986 5.672448 -4.118508  0.00
H46 -0.883384 6.043878 -2.161658  0.00
H47 0.754206 5.662998 -1.769498  0.00
H48 0.827626 2.154988 -2.261098  0.00
H49 1.924806 3.390488 -2.772588  0.00
H50 1.349416 3.477578 -1.136078  0.00
H51 -1.245384 3.762098 -0.737138  0.00
H52 -2.323444 4.040008 -1.991018  0.00
H53 -1.628174 2.428738 -1.878748  0.00
H54 1.350426 4.055428 -5.761948  0.00
H55 0.477376 5.204878 -6.956498  0.00
H56 0.273886 3.526748 -6.925548  0.00
H57 -1.408424 1.919388 -4.621048  0.00
O12 5.566276 -0.052662 0.950752  0.00
H58 5.649366 0.769398 1.434042  0.00
H59 4.637856 -0.104782 0.723702  0.00
O13 1.388576 -4.684872 -2.295148  0.00
H60 1.322666 -4.012992 -1.616568  0.00
H61 1.586736 -5.490132 -1.817108  0.00
O14 0.697266 -2.803462 -4.694618  0.00
H62 0.904286 -3.388712 -3.966018  0.00
H63 0.781746 -1.923642 -4.327178  0.00
O15 2.172276 1.774588 -5.199698  0.00
H64 2.295946 0.960718 -4.711278  0.00
H65 1.528296 2.265368 -4.689138  0.00
O16 4.449106 -6.071822 3.803752  0.00
H66 4.478856 -6.878592 3.289482  0.00
H67 3.911016 -5.475232 3.283402  0.00
O17 4.113216 -3.355722 5.364202  0.00
H68 3.218226 -3.117272 5.122592  0.00
H69 4.660666 -2.696462 4.937712  0.00
O18 3.971156 2.615448 1.532022  0.00
H70 4.060496 2.608268 0.579032  0.00
H71 3.364856 3.334238 1.710822  0.00
O19 4.993496 -2.459512 -1.679098  0.00
H72 5.384076 -3.312172 -1.487638  0.00
H73 4.088006 -2.658382 -1.917368  0.00
O20 1.783086 -7.394632 2.526162  0.00
H74 1.879296 -6.462812 2.329502  0.00
H75 0.910286 -7.469612 2.911962  0.00
O21 4.541306 3.487548 -1.822638  0.00
H76 3.808276 2.876448 -1.748728  0.00
H77 5.318696 2.929248 -1.836768  0.00

Forces on atoms 1 to 6 (eV/Å):
0.25 -0.25 0.14
-2.10 0.64 -4.26
-0.57 -1.69 2.13
0.63 1.82 -1.68
0.12 -1.75 1.42
3.12 3.03 4.06


3.
Formula: C16H12NO6RhS3
Source: the OMol25 dataset
Level of theory: ωB97M-V/def2-TZVPD

relative energy (zero: lowest compared OMol25 entry of this formula, charge and spin) = 84.5 kcal per mole
LUMO level = -0.6 eV
HOMO level = -7.715 eV
Kohn-Sham gap = 7.13 eV

Last column: Mulliken charge in e.
Geometry (Å):
Rh1 -0.011499 0.326624 0.153909  0.32
C1 -2.306702 -0.649701 2.389859  -1.58
C2 -0.926025 -0.449020 2.911217  1.30
C3 -0.776921 -0.352647 4.316958  -0.75
C4 0.442520 -0.192286 4.876637  -0.78
C5 1.583585 -0.139061 4.051057  1.25
C6 2.891541 -0.011127 4.569435  -0.97
C7 3.958529 0.018256 3.718053  -0.50
C8 3.757273 -0.040288 2.326899  -0.45
C9 2.492890 -0.134238 1.801683  0.55
S1 2.185978 -0.171359 0.093208  -0.24
C10 1.385409 -0.219733 2.663379  -0.10
N1 0.118794 -0.378613 2.101577  -0.30
H1 -2.881544 -1.239465 3.103243  0.54
H2 -2.306137 -1.140939 1.428160  0.21
H3 -2.801497 0.318245 2.278217  0.24
H4 -1.668294 -0.419918 4.925522  0.39
H5 0.558629 -0.115705 5.951539  0.42
H6 3.025104 0.067921 5.640961  0.37
H7 4.965036 0.108558 4.106252  0.38
H8 4.604790 0.006114 1.654113  0.41
O1 -0.472246 -1.188533 -1.278771  -0.49
S2 -1.842561 -1.011607 -1.844964  0.60
O2 -1.912594 -0.129577 -2.975472  -0.45
O3 -2.227073 0.146023 -0.369043  0.23
C11 -3.174083 1.102357 -0.439021  -0.46
C12 -4.517079 0.806309 -0.253744  -0.14
C13 -5.461333 1.823395 -0.297302  -0.62
C14 -5.083614 3.139911 -0.532052  -0.58
C15 -3.744311 3.435811 -0.733454  -0.58
C16 -2.799751 2.417942 -0.686908  0.83
S3 -1.121861 2.928596 -0.868669  0.31
O4 -0.292254 1.798334 -1.381166  -0.44
O5 -0.740483 3.064798 0.682232  -0.18
O6 0.039231 1.948144 1.228255  -0.38
H9 -4.802034 -0.222879 -0.072824  0.46
H10 -6.505701 1.584110 -0.141883  0.39
H11 -5.825673 3.925632 -0.564451  0.39
H12 -3.426543 4.454518 -0.929040  0.40

Forces on atoms 1 to 6 (eV/Å):
-1.27 0.32 -0.04
-0.07 0.02 0.01
0.26 -0.22 -0.04
-0.16 -0.08 -0.08
0.12 0.01 0.19
0.07 -0.05 0.03